1.
Below is a structure of composition C53H50BrCl8LiMgN3O10S, with properties calculated with the ωB97M-V functional and the def2-TZVPD basis.

Cartesian coordinates (Å):
N: 1.85985 -1.88421 0.63490
C: 1.47346 -1.37813 -0.64750
N: 0.38800 -1.91911 -1.14984
C: -0.04361 -1.43292 -2.35568
C: -1.26289 -1.97529 -2.92296
C: -1.96501 -3.06444 -2.14593
C: -2.36510 -4.28613 -2.94611
C: -1.45571 -5.05047 -3.69166
C: -1.90435 -6.15110 -4.43763
C: -3.25821 -6.53202 -4.47275
C: -4.16269 -5.79273 -3.69379
C: -3.71525 -4.69082 -2.94684
C: -1.74235 -1.43760 -4.13011
C: -3.03398 -1.83531 -4.81933
C: -4.26529 -1.33162 -4.06984
O: -4.35088 -1.28344 -2.88961
C: -1.00401 -0.40015 -4.77923
C: 0.16808 0.09926 -4.22959
C: 0.89104 1.22960 -4.91973
O: 1.95750 0.80389 -5.84522
C: 2.21698 -0.49208 -5.86657
C: 1.48376 -1.35044 -6.76680
C: 1.71053 -2.70751 -6.83145
C: 2.71369 -3.29950 -6.00426
C: 3.48461 -2.43257 -5.11709
C: 3.21662 -1.06689 -5.06922
C: 0.67922 -0.40753 -2.99833
N: 1.81448 0.15461 -2.49107
C: 2.18089 -0.32157 -1.32541
C: 3.41842 0.30100 -0.71117
C: 3.17879 1.74623 -0.25567
O: 2.62601 2.52882 -1.29122
H: 1.62321 -1.23450 1.37967
H: 2.84658 -2.19156 0.70374
H: -1.37812 -3.39970 -1.29775
H: -2.87707 -2.63498 -1.73777
H: -0.40283 -4.78764 -3.69037
H: -1.20775 -6.72730 -5.03629
H: -3.57076 -7.39551 -5.09136
H: -5.20793 -6.06699 -3.68487
H: -4.45283 -4.15130 -2.36442
H: -3.12506 -2.90189 -5.02373
H: -3.05074 -1.36043 -5.80282
H: -5.10092 -0.95798 -4.68067
H: -1.39046 -0.00105 -5.70781
H: 0.18438 1.87257 -5.43736
H: 1.35847 1.85796 -4.16509
H: 0.74294 -0.86087 -7.38455
H: 1.11167 -3.30737 -7.50115
H: 2.89589 -4.36332 -6.00905
H: 4.22789 -2.89274 -4.48483
H: 3.79031 -0.44822 -4.39380
H: 3.86313 -0.32273 0.05772
H: 4.14917 0.35642 -1.52200
H: 2.54233 1.81448 0.63121
H: 4.14750 2.19635 -0.03656
H: 1.66826 2.61828 -1.18190
Mg: 4.56810 -2.36371 1.67628
C: -3.35814 2.65423 1.02978
C: -3.29549 1.31065 0.29658
C: -2.92247 1.59676 -1.15628
S: -1.96405 3.10412 -1.13661
O: -2.68754 4.13691 -1.82881
O: -0.57128 2.81147 -1.46947
C: -2.09732 3.40873 0.62786
H: -3.41464 2.52598 2.11010
H: -4.24265 3.20682 0.70710
H: -2.53179 0.67966 0.76433
H: -4.24299 0.77388 0.34987
H: -2.32075 0.79934 -1.59168
H: -3.87815 1.76201 -1.79381
H: -2.15352 4.47808 0.82053
H: -1.21372 2.99042 1.10965
C: 1.17905 5.11562 1.39362
C: 0.26676 6.15840 1.50660
C: -0.00097 6.71722 2.74610
C: 0.63448 6.22647 3.88071
C: 1.53277 5.16280 3.77019
C: 1.81013 4.61924 2.52240
C: 2.18808 4.58660 4.97594
O: 2.97006 3.66018 4.87989
C: 1.85345 5.16611 6.30598
C: 2.41243 4.61070 7.45090
C: 2.12120 5.14674 8.69402
C: 1.27570 6.24661 8.79877
C: 0.71189 6.80114 7.66193
C: 0.99096 6.25902 6.41381
C: 0.34882 6.84834 5.20387
O: -0.38988 7.80508 5.29644
H: 1.39130 4.68711 0.42308
H: -0.23666 6.53567 0.62552
H: -0.70735 7.53104 2.83695
H: 2.51663 3.80562 2.43936
H: 3.07332 3.75860 7.36564
H: 2.55435 4.71068 9.58485
H: 1.05471 6.66871 9.77015
H: 0.05130 7.65355 7.74036
C: -1.45001 0.46928 4.46073
Cl: -1.63895 -1.28235 4.36760
Cl: -0.67999 1.08572 2.99383
Cl: -2.99913 1.25548 4.73694
H: -0.80301 0.69349 5.29789
C: -1.47595 -4.33360 1.49627
O: -0.52235 -3.43339 1.98207
H: -2.32297 -4.34713 2.18058
H: -1.81980 -4.04787 0.50280
H: -1.03632 -5.34641 1.43750
H: 0.23504 -3.41226 1.37142
C: 4.85372 -0.95143 6.52916
C: 5.25683 -0.50440 7.71545
C: 4.76240 0.78672 8.26059
O: 5.12954 1.19507 9.33837
C: 3.80132 1.55626 7.43004
C: 3.40004 1.10719 6.24428
C: 3.89359 -0.18150 5.70321
O: 3.52193 -0.58926 4.61971
H: 5.20219 -1.88851 6.11359
H: 5.95635 -1.05070 8.33508
H: 3.45302 2.49411 7.84399
H: 2.70329 1.65450 5.62247
C: -6.65237 -8.43056 -6.86619
Cl: -5.96357 -9.83030 -7.69149
Cl: -5.35381 -7.55083 -6.02261
Cl: -7.41598 -7.36199 -8.04430
Cl: -7.85068 -8.96699 -5.68586
Br: 4.88909 -3.22889 -7.13626
Cl: -5.33700 1.17201 -2.76895
Li: -0.54292 -6.63934 2.09687

Atomic forces in eV per Å
-0.239 -0.284 -0.255
-0.858 -0.144 -0.256
0.673 0.427 -0.266
-0.546 -0.294 0.046
0.446 0.562 -0.522
-0.486 -0.260 -0.279
-0.666 -0.490 -0.300
-0.646 -0.250 -0.049
-0.354 0.073 -0.030
0.661 0.484 0.526
0.804 0.016 -0.137
0.208 -0.531 -0.321
0.473 -0.314 0.368
0.278 0.546 -0.075
-0.264 -0.045 -0.793
0.590 -1.205 1.151
0.733 -0.433 1.359
-0.348 0.032 -0.785
-0.468 0.541 1.037
-0.086 -0.298 0.086
0.515 -0.998 0.169
0.154 -0.695 0.125
-0.207 1.080 0.085
1.509 0.476 -1.148
-0.440 0.476 -0.466
0.209 -0.158 0.062
-0.635 0.389 -0.751
-0.631 -1.274 0.468
0.849 0.175 0.538
-0.256 0.003 -0.921
-0.163 0.393 -0.103
-0.072 0.227 0.074
0.240 -0.027 0.092
-1.261 0.524 -0.453
0.407 0.250 -0.110
-0.091 0.129 0.045
-0.010 0.037 -0.064
0.119 0.072 0.092
0.865 0.830 0.969
-0.064 0.073 0.082
0.123 0.201 -0.022
-0.040 -0.157 0.287
0.003 0.008 -0.016
-0.037 -0.098 -0.233
0.015 0.146 0.016
0.109 -0.245 -0.523
0.279 -0.092 -0.063
-0.066 -0.145 -0.061
0.119 -0.140 0.007
-0.480 -0.128 0.446
-0.051 0.083 0.200
-0.098 0.143 -0.036
-0.086 0.138 0.235
0.065 0.037 0.025
0.104 -0.225 0.143
0.021 -0.101 0.278
-0.039 -0.097 -0.134
1.236 -0.271 0.779
-0.074 -0.085 -0.072
0.103 -0.091 0.090
-0.325 0.234 -0.090
-0.418 -0.668 0.351
0.463 0.218 -0.162
0.229 0.227 -0.106
-0.098 0.095 0.191
0.009 0.028 0.016
0.014 0.024 -0.009
-0.022 0.014 0.047
-0.027 0.042 -0.104
-0.018 0.096 -0.169
1.283 -0.101 0.632
0.087 0.030 -0.148
0.035 0.032 -0.066
0.006 -0.035 0.015
-0.010 0.022 0.053
-0.033 -0.004 -0.128
0.037 -0.088 0.027
-0.023 0.040 0.104
-0.054 -0.035 -0.194
0.006 0.062 -0.066
0.012 0.076 -0.045
-0.072 0.059 -0.073
-0.044 0.173 0.107
-0.016 0.002 -0.023
0.027 -0.047 -0.035
0.001 0.009 0.153
0.049 -0.087 -0.058
-0.191 0.251 0.007
0.044 -0.076 0.006
0.012 -0.005 -0.051
0.021 0.000 -0.007
0.039 0.017 0.109
0.047 -0.026 0.099
-0.286 0.900 -0.354
0.018 0.001 0.013
0.005 -0.002 -0.003
-0.020 -0.005 -0.117
-0.083 0.041 -0.022
0.036 -0.034 0.019
0.096 -0.011 0.075
0.041 -0.009 0.003
0.030 -0.008 0.004
0.152 1.168 0.216
0.160 -0.701 0.122
0.009 -0.098 0.019
-0.079 -0.411 -0.078
-0.404 0.313 -0.801
-0.054 0.642 -0.076
0.040 -0.034 0.023
0.009 -0.075 -0.054
-0.056 0.082 -0.087
0.029 -0.003 0.086
0.149 -0.342 0.072
-0.176 -0.094 0.021
0.013 0.125 0.103
-0.007 -0.132 -0.132
-0.001 -0.003 -0.020
0.005 0.027 0.027
0.266 -0.814 0.200
0.114 -0.056 0.023
-0.091 0.057 -0.029
0.008 0.028 0.025
-1.111 -0.419 -0.793
0.040 -0.022 0.046
0.038 0.017 -0.013
-1.145 0.163 0.473
-1.236 0.791 -0.531
0.276 -0.658 0.524

## Properties
LUMO level = -6.53 eV
Net charge = +1
HOMO energy = -7.992 eV
Kohn-Sham gap = 0.054 Ha

=====

2.
Below is a structure of composition C53H50F9GeIrN5OPS2, with properties calculated with the ωB97M-V functional and the def2-TZVPD basis.

Cartesian coordinates (Å):
Ir: -0.29101 -0.22716 -0.30240
N: -0.97336 -0.61316 5.88292
C: -1.35555 -0.13009 4.91487
C: -1.78106 0.42271 3.65663
C: -2.74533 1.41878 3.56113
C: -3.10081 1.85743 2.29869
C: -2.48009 1.31323 1.19130
N: -1.53543 0.36182 1.27719
C: -1.19811 -0.07692 2.50162
H: -3.20041 1.83425 4.45069
H: -3.86358 2.61242 2.16706
H: -2.75308 1.63530 0.19865
H: -0.44229 -0.84383 2.55766
N: -0.40544 1.50684 -1.21876
S: -0.64301 3.01778 -0.65322
C: -2.11911 3.68608 -1.42266
C: -2.98671 2.86187 -2.11241
C: -4.12430 3.41489 -2.69188
C: -4.38081 4.76929 -2.55489
C: -3.49957 5.58388 -1.84696
C: -2.35773 5.04935 -1.27607
C: 0.58088 3.99279 -1.47748
C: 0.62776 4.03040 -2.87068
C: 1.55162 4.85991 -3.47674
C: 2.40244 5.64480 -2.69824
C: 2.35277 5.58476 -1.31495
C: 1.43471 4.74966 -0.68836
H: -0.07924 1.48644 -2.17864
H: -2.77719 1.80527 -2.19980
H: -4.80224 2.78424 -3.25402
H: -5.26877 5.19704 -3.00013
H: -3.70001 6.64167 -1.74523
H: -1.66696 5.68724 -0.73782
H: -0.06052 3.44609 -3.47237
H: 1.60065 4.91238 -4.55590
H: 3.10206 6.31382 -3.18090
H: 3.02225 6.18887 -0.71829
H: 1.38284 4.70005 0.39224
F: -3.36816 -7.71797 -0.65829
C: -4.29459 -6.81739 -0.28890
F: -5.43518 -7.11928 -0.90645
F: -4.48073 -6.93925 1.03145
C: -3.82001 -5.42575 -0.64956
C: -3.82298 -4.41285 0.29362
C: -3.27957 -3.17877 -0.02972
C: -2.74086 -2.95177 -1.29239
C: -2.83344 -3.95079 -2.26690
C: -3.36134 -5.18739 -1.93973
P: -2.11553 -1.27942 -1.64422
C: -1.29383 -1.28201 -3.26076
C: -0.47627 -2.32095 -3.68831
C: 0.33630 -2.16519 -4.80424
C: 0.36226 -0.95533 -5.47358
C: -0.49049 0.07501 -5.09376
C: -1.31407 -0.08997 -3.99696
C: 1.38474 -0.69647 -6.55770
F: 1.97036 0.50053 -6.34376
F: 0.84421 -0.67709 -7.77073
F: 2.35393 -1.62390 -6.53571
C: -3.74268 -0.51157 -1.93722
C: -4.31271 -0.57148 -3.20705
C: -5.61931 -0.14350 -3.39909
C: -6.35317 0.33911 -2.32810
C: -5.80022 0.38407 -1.05561
C: -4.49904 -0.04364 -0.86260
C: -7.78966 0.77646 -2.51962
F: -8.62728 -0.19558 -2.14643
F: -8.05255 1.85873 -1.77131
F: -8.03903 1.08154 -3.79511
H: -4.24462 -4.58950 1.27384
H: -3.28996 -2.38522 0.70936
H: -2.51866 -3.76931 -3.28440
H: -3.42494 -5.96471 -2.69050
H: -0.44271 -3.25783 -3.14862
H: 0.96729 -2.97929 -5.13511
H: -0.49568 1.00386 -5.65017
H: -1.97284 0.71934 -3.70684
H: -3.75856 -0.96072 -4.05040
H: -6.06637 -0.19477 -4.38285
H: -6.39012 0.74444 -0.22288
H: -4.08513 -0.03631 0.13389
N: 2.84740 -1.85690 -2.49822
C: 3.00037 -0.57320 -2.95390
C: 1.99903 0.14347 -2.38839
N: 1.22958 -0.70302 -1.59645
C: 1.78441 -1.89864 -1.68971
H: 3.45358 -2.63239 -2.71932
H: 3.79491 -0.28212 -3.61870
H: 1.81391 1.19766 -2.47714
H: 1.44182 -2.77989 -1.18328
C: 4.01765 1.08369 2.22269
Ge: 2.67773 -0.36295 1.97226
C: 3.72927 -1.71679 1.04603
C: 2.14957 -0.76856 3.79416
C: 1.40755 0.65549 0.91580
H: 4.80163 0.63474 2.83137
H: 3.57489 1.92985 2.74425
H: 4.41839 1.40597 1.26346
H: 4.46284 -2.11866 1.74493
H: 4.26761 -1.25576 0.21710
H: 3.12470 -2.53515 0.65891
H: 3.04435 -1.07199 4.33767
H: 1.41925 -1.56886 3.88770
H: 1.74878 0.12289 4.27735
H: 1.88345 1.13590 0.06080
H: 0.86720 1.39297 1.51171
C: -0.06607 -4.52877 0.04205
S: -0.51168 -3.27440 1.22857
O: 0.29370 -2.00173 0.81597
C: 0.22293 -3.97305 2.66211
C: 1.56686 -4.33601 2.74496
C: 1.99997 -5.02209 3.86152
C: 1.10450 -5.33627 4.88402
C: -0.22812 -4.97059 4.79409
C: -0.67907 -4.28060 3.67568
H: 1.01931 -4.57084 -0.05239
H: -0.54743 -4.29723 -0.90763
H: -0.44391 -5.47934 0.41763
H: 2.26268 -4.07649 1.96098
H: 3.03585 -5.32405 3.93785
H: 1.45589 -5.87062 5.75640
H: -0.92068 -5.22774 5.58337
H: -1.72031 -3.99312 3.59100

Atomic forces in eV per Å
0.190 0.574 1.147
-0.019 -0.022 0.028
0.018 0.037 -0.104
0.027 -0.148 0.011
-0.038 0.049 0.065
-0.070 -0.004 -0.030
0.091 0.016 0.060
0.109 0.145 0.341
-0.201 0.036 -0.007
-0.012 -0.025 0.001
0.034 0.027 -0.022
-0.012 0.028 -0.039
0.109 0.069 0.014
-0.288 -0.620 -0.438
0.131 0.654 0.200
-0.078 -0.106 -0.068
0.024 -0.031 -0.074
-0.006 -0.053 0.004
0.038 0.039 0.031
-0.053 -0.029 -0.028
0.083 -0.044 0.104
0.145 -0.036 0.045
-0.012 -0.010 0.026
0.029 -0.013 -0.007
-0.020 -0.021 -0.019
-0.003 -0.008 0.026
0.051 -0.034 0.038
-0.214 0.189 -0.168
-0.052 0.045 -0.010
0.026 0.018 0.045
0.010 0.013 -0.009
-0.003 -0.001 0.000
0.006 0.005 -0.006
-0.050 0.054 -0.004
0.000 0.015 0.001
0.021 -0.024 -0.004
-0.014 0.014 0.000
-0.013 0.007 -0.001
-0.068 0.035 0.020
0.005 -0.025 0.031
0.010 0.003 -0.006
-0.015 0.001 -0.076
0.074 -0.055 -0.013
-0.004 0.055 0.036
-0.148 0.045 -0.053
0.150 -0.102 -0.032
-0.052 0.071 0.031
-0.043 -0.002 -0.020
0.080 -0.549 -0.286
-0.074 0.170 -0.094
-0.011 -0.018 -0.024
0.022 -0.019 0.026
0.099 0.066 0.085
-0.002 -0.008 -0.052
0.051 -0.038 0.024
0.027 -0.056 -0.017
-0.031 -0.054 -0.027
-0.008 0.006 0.004
-0.069 0.061 -0.030
0.099 0.288 0.149
-0.056 0.051 0.002
0.022 -0.030 -0.029
-0.038 -0.004 0.019
-0.007 -0.012 0.005
-0.024 -0.111 -0.087
0.001 0.002 0.020
0.016 0.044 -0.015
-0.004 -0.017 -0.025
-0.004 0.002 0.022
0.040 -0.005 0.015
0.016 -0.036 0.022
0.004 -0.015 0.002
0.030 -0.019 0.020
0.008 -0.007 -0.001
0.029 0.014 0.029
0.002 0.009 0.009
0.032 -0.024 -0.049
-0.034 -0.008 0.008
0.002 0.007 -0.004
-0.001 0.000 -0.002
-0.074 -0.092 0.027
0.046 0.068 -0.043
0.047 -0.008 -0.012
-0.151 -0.145 0.118
0.370 -0.204 -0.408
0.000 -0.012 -0.012
-0.030 -0.025 0.010
-0.004 0.000 -0.004
0.047 0.052 -0.024
0.028 0.025 -0.013
-0.497 -0.285 -0.144
1.161 0.546 0.399
-0.379 -0.206 -0.181
-0.398 -0.271 -0.099
-1.103 -0.420 -0.696
0.126 0.179 0.010
0.130 0.056 0.061
0.119 0.044 0.045
-0.005 0.009 0.002
0.007 0.029 0.017
0.067 -0.074 0.000
0.015 0.020 -0.011
-0.061 -0.103 0.079
0.034 0.031 -0.008
0.198 0.082 0.201
0.078 0.062 0.038
0.114 0.052 -0.154
-0.202 0.071 0.137
0.098 -0.130 -0.320
0.073 0.065 0.079
-0.069 0.043 -0.013
0.037 0.026 0.057
0.029 0.003 -0.019
-0.030 0.022 -0.028
0.008 0.060 0.057
-0.015 -0.095 0.063
0.024 0.005 0.033
-0.003 0.006 0.022
0.050 -0.026 -0.081
0.001 0.027 0.026
-0.001 -0.022 -0.014
0.011 0.032 0.019
-0.004 -0.017 -0.003

## Properties
LUMO level (alpha / beta) = -7.69 / -10.60 eV
Net charge = +3
⟨S²⟩ = 0.7662
Energy relative to the best compared isomer or geometry (same formula, charge and spin) = 16.6 kcal/mol
HOMO energy (alpha / beta) = -15.959 / -16.016 eV
2S+1 = 2
Kohn-Sham gap (alpha / beta) = 0.304 / 0.199 Ha

=====

Strongest force on any atom per entry: 0.038 0.027 Eh/bohr